(1)
15
Properties=species:S:1:pos:R:3 method="wB97M-V/def2-TZVPD" e_above_lowest_kcal_mol=47.9 homo_lumo_gap_ha=0.3514 smiles="CN(N=O)/C(N)=N/[N+](=O)[O-]"
H 0.688 2.422 -0.844
O 2.840 -1.142 -0.010
N 1.358 0.571 -0.054
H 2.310 2.395 -0.078
H -0.581 -2.006 0.128
H 0.787 2.246 1.000
H 1.199 -1.915 0.100
N 0.257 -1.495 0.022
C 1.278 2.036 -0.003
O -2.316 -1.204 -0.063
N -0.912 0.594 0.154
N -2.183 0.048 -0.015
N 2.637 0.059 -0.065
O -3.157 0.750 -0.055
C 0.148 -0.171 0.072

***

(2)
55
Properties=species:S:1:pos:R:3 method="wB97M-V/def2-TZVPD" e_above_lowest_kcal_mol=5.6 homo_lumo_gap_ha="0.3057 / 0.2165" spin_multiplicity=3 total_charge=+1 s_squared=2.012
H 3.962 2.525 1.756
N -2.017 -1.802 3.036
H -0.205 2.070 2.530
C -0.283 -0.775 -3.052
N -1.945 1.315 0.110
H -3.280 3.555 -1.894
H 4.175 0.511 -2.698
H 1.794 -0.532 -0.273
C -2.141 1.821 -1.153
C 3.838 -1.536 -2.136
H 1.811 0.935 -3.262
H 4.140 1.307 0.484
C 2.903 -2.555 -2.024
H 1.024 1.206 3.493
H 0.269 2.834 -0.354
H -1.713 1.464 -3.256
H 4.875 -1.723 -1.889
H 3.209 -3.538 -1.691
H -2.247 -1.978 4.002
C 1.171 -1.058 -2.783
Au -0.802 -0.447 0.114
O -3.377 -4.052 -0.042
C 0.868 1.971 2.725
H -2.579 1.924 2.049
H -0.418 -0.274 -4.015
C 3.623 1.542 1.418
C -2.946 2.950 -1.065
H -3.611 -4.282 1.802
H -3.837 3.903 0.737
H -3.413 -3.817 3.481
C -2.504 -2.636 2.084
N -3.220 -3.669 2.505
H 1.428 -0.940 1.433
C 1.313 -0.186 0.647
C 1.572 -2.315 -2.349
N -2.631 -3.098 -0.214
C 3.444 -0.280 -2.588
H 0.840 -3.110 -2.265
N -1.298 -0.657 2.703
H -1.814 0.176 2.962
H -0.845 -1.709 -3.076
C 2.116 -0.044 -2.908
N -2.180 -2.322 0.833
H 1.706 3.775 0.061
C -2.605 2.095 0.984
H -0.394 -0.658 3.161
H 1.206 2.920 3.145
C -3.242 3.123 0.291
C 1.348 2.774 -0.196
Si 1.782 1.561 1.145
O -2.215 -2.752 -1.296
C -1.554 1.121 -2.234
N -0.842 0.075 -2.006
H 1.818 2.485 -1.139
H 3.925 0.806 2.167

***

(3)
14
Properties=species:S:1:pos:R:3 method="wB97M-V/def2-TZVPD" e_above_lowest_kcal_mol=6.0 homo_lumo_gap_ha=0.2289 total_charge=-1
H 1.636 -1.006 1.365
C 0.357 -1.644 -0.257
H -0.417 -1.263 -0.916
H 1.129 0.309 0.263
S 0.496 1.306 -1.988
H -0.724 2.171 0.820
H -1.309 0.829 -0.192
H 1.209 -1.906 -0.887
H 0.002 -2.532 0.275
C -1.257 1.226 0.819
H 0.830 1.814 -3.186
H -2.263 1.348 1.223
S -0.506 -0.048 1.888
C 0.816 -0.604 0.772

***

(4)
56
Properties=species:S:1:pos:R:3 method="wB97M-V/def2-TZVPD" e_above_lowest_kcal_mol=1.1 homo_lumo_gap_ha=0.3458 smiles="CN(C(=O)c1cc(S(N)(=O)=O)n(C)c1)[C@H]1CCCN(C(=O)C(F)=C2CCC2)CC1"
N -3.707 1.896 4.180
H 2.622 -1.488 0.743
C 5.001 -0.020 -2.846
C -3.938 0.893 1.734
C 1.617 -1.073 0.847
O 2.722 1.651 -2.018
H 5.268 0.903 -3.361
H 0.259 0.615 -2.226
H -0.353 -1.338 -3.004
H -4.929 -2.071 0.924
C -2.775 -1.526 -0.830
C -1.154 -1.922 -2.553
H -1.228 1.227 -1.524
H -2.030 -1.895 -3.197
C -3.031 0.617 0.742
H -6.360 -1.259 2.675
H 0.794 0.727 1.707
H -0.858 -0.385 0.438
C -0.258 0.788 -1.280
C -5.872 -0.303 2.840
H -0.022 2.154 0.388
C 0.830 -1.362 -0.434
H 1.463 -1.171 -1.306
C 6.188 -1.009 -2.683
S -4.054 2.369 2.632
H 0.589 -2.427 -0.454
N -1.491 -1.356 -1.254
C 5.008 0.153 -1.350
H 2.524 0.596 1.889
H -2.289 1.316 0.400
C 1.706 0.415 1.198
C 4.142 0.631 -0.476
C 6.326 -0.568 -1.198
H 7.155 0.123 -1.032
H 4.077 -0.393 -3.284
H -5.491 -0.259 3.859
C 0.546 1.809 -0.479
H 1.154 -1.589 1.692
O -3.482 -2.404 -1.309
C 2.837 1.232 -0.874
H 0.758 2.671 -1.106
O -3.013 3.215 2.133
C -0.477 -0.557 -0.569
C -4.403 -1.134 1.006
H -6.584 0.505 2.690
F 4.451 0.581 0.849
H -2.720 1.988 4.388
O -5.418 2.808 2.682
H 7.053 -0.839 -3.319
H 6.367 -1.348 -0.439
C -3.319 -0.689 0.274
H 5.878 -2.049 -2.776
N -4.777 -0.186 1.890
H -4.283 2.414 4.833
H -0.831 -2.962 -2.478
N 1.815 1.284 0.025

***

(5)
57
Properties=species:S:1:pos:R:3 method="wB97M-V/def2-TZVPD" e_above_lowest_kcal_mol=0.0 homo_lumo_gap_ha=0.2470 total_charge=+2
C 0.160 2.001 -3.534
H -0.812 4.495 -2.712
N 0.174 1.668 -1.126
H -0.320 2.560 -4.350
H 0.179 -4.006 -0.709
C -0.596 -1.425 4.688
C 0.532 0.742 6.136
O 2.842 1.773 3.680
C -1.962 2.147 -2.211
H 0.678 -3.728 -3.797
H 1.761 2.984 -0.522
H -1.371 -2.054 6.603
H 0.824 4.188 -2.083
H 1.999 -2.771 -0.456
S 1.406 1.830 3.664
H 0.006 0.928 -3.707
H 1.853 -3.650 -2.477
H 2.094 1.272 -0.210
Ta -0.092 -0.040 -0.065
C 0.340 -0.231 2.638
H -1.041 -2.218 4.088
C 1.149 -3.054 -3.069
H 2.180 1.897 -1.908
H 1.238 2.204 -3.536
C -0.578 -3.539 -1.352
H 2.714 -1.461 -1.458
H -0.556 -1.047 -3.750
C -3.023 -1.161 -0.200
H -0.997 -4.309 -2.015
C 0.043 -2.445 -2.212
O 0.695 3.076 3.694
H 0.974 1.570 6.675
H -1.859 -1.426 -2.584
N 0.579 -1.411 -1.301
O -0.067 -1.036 1.691
O -4.127 -1.502 0.058
H -0.347 -0.207 7.868
C 1.640 1.969 -0.943
H 1.695 -2.275 -3.613
C -0.236 3.924 -1.971
C 0.688 0.642 4.764
N -1.925 -0.673 -0.372
Au -0.808 2.383 0.868
C 0.175 -0.438 4.061
C -0.776 -1.320 6.069
H -1.378 -3.127 -0.728
H -0.577 4.209 -0.969
H -2.418 2.471 -1.270
H -2.203 1.087 -2.369
C 1.927 -1.703 -0.725
C -1.003 -1.832 -3.129
H 2.129 -1.116 0.198
C -0.472 2.431 -2.210
N 0.865 0.914 2.251
H -2.410 2.717 -3.043
C -0.205 -0.258 6.790
H -1.381 -2.621 -3.798

***

(6)
7
Properties=species:S:1:pos:R:3 method="wB97M-V/def2-TZVPD" e_above_lowest_kcal_mol=16.3 homo_lumo_gap_ha=0.3477 total_charge=+1
N 1.914 0.297 0.357
F -1.397 0.589 -0.264
F 1.189 1.373 0.831
O -2.522 -1.136 -1.168
F 2.030 -0.495 1.406
F 0.856 -0.403 -0.331
C -2.069 -0.225 -0.833

***

(7)
27
Properties=species:S:1:pos:R:3 method="wB97M-V/def2-TZVPD" e_above_lowest_kcal_mol=245.9 homo_lumo_gap_ha=0.2931
H -3.580 2.053 2.213
H 4.059 -4.171 -1.066
C -2.838 2.998 2.556
H -2.532 0.580 0.094
H 3.114 -1.039 -0.779
N 2.680 -1.878 -1.414
O 2.773 0.685 -0.579
C 0.775 -0.537 -0.651
C 3.522 -3.147 -1.876
C -0.712 -0.592 -0.119
H 4.606 -2.804 -2.634
N -1.473 -1.628 -0.275
H -2.288 2.656 3.563
H -1.224 -3.685 -0.973
C -0.915 1.945 0.617
C -0.825 -2.725 -0.842
H -1.147 4.052 1.208
H -3.707 3.822 2.659
H -2.801 3.390 0.595
H -0.094 1.729 1.480
H 2.577 -3.935 -2.430
C -1.807 3.049 1.143
N -1.541 0.573 0.195
C 1.457 -1.735 -1.113
H -0.155 2.557 -0.139
N 1.565 0.628 -0.324
N 0.512 -2.843 -1.109

***

(8)
52
Properties=species:S:1:pos:R:3 method="wB97M-V/def2-TZVPD" e_above_lowest_kcal_mol=137.4 homo_lumo_gap_ha="0.1885 / 0.1663" spin_multiplicity=4 s_squared=3.826
H 3.002 -3.443 0.804
H -1.372 2.262 -3.665
H 0.173 -2.972 2.008
H 2.149 -1.858 2.163
N -0.439 1.918 3.552
H -3.183 -0.213 -2.806
H 4.262 -0.567 0.486
H 3.336 -3.428 -0.923
H -2.766 -1.014 0.936
H -0.452 -1.355 2.492
P -1.054 0.585 -2.002
O 0.256 3.020 3.659
H -3.995 3.051 2.159
H 0.685 0.495 -0.533
H 1.231 1.916 0.233
P 2.114 -1.402 -0.235
H -3.502 2.266 3.717
H -1.314 -2.910 0.345
C 1.353 -1.282 -1.979
C -2.135 -0.482 -2.967
H -3.916 4.027 3.718
H 0.762 -2.197 -2.193
C 0.745 0.944 0.463
H -2.631 0.930 -0.310
C 2.581 -3.182 -0.167
C -1.888 -0.919 0.306
C 3.721 -0.597 -0.469
H 3.560 0.431 -0.833
H -2.028 2.772 -2.077
H -0.208 -1.788 -0.489
C -1.186 2.274 -2.583
H -1.994 -1.533 -2.695
H 1.732 -3.851 -0.334
H -1.087 0.856 1.731
C 0.050 -1.921 1.691
C -3.456 3.201 3.125
H -0.933 2.263 0.629
C 1.422 -1.364 1.511
C 1.708 0.012 1.150
C -1.662 0.390 -0.277
H 1.353 0.852 -2.460
H -0.265 2.832 -2.383
H 2.268 -1.408 -2.589
C 0.647 0.003 -2.534
H 2.644 0.442 1.511
H -1.886 -0.345 -4.032
H 0.501 -0.193 -3.611
H 4.293 -1.168 -1.215
C -0.743 1.168 0.742
C -0.854 -1.905 0.399
Co -1.518 3.534 2.767
O -0.084 0.856 4.062

***

(9)
19
Properties=species:S:1:pos:R:3 method="wB97M-V/def2-TZVPD" e_above_lowest_kcal_mol=40.8 homo_lumo_gap_ha=0.3170 smiles=c1cc[nH]c1.O.O.O
N 1.151 1.015 1.070
H -0.716 0.080 1.147
H 2.818 2.077 0.249
H -1.105 1.472 -1.275
O -0.364 -3.138 1.756
H -2.839 -1.519 0.034
H -0.869 -2.936 0.948
H 1.654 0.255 1.500
C 0.842 2.316 -0.705
H -0.018 -0.275 -3.035
C 1.750 1.929 0.234
C -0.105 0.728 0.552
O -1.899 -1.420 0.219
H 0.487 -3.449 1.432
O -0.245 -0.798 -2.253
C -0.370 1.553 -0.496
H 0.630 -1.023 -1.910
H 0.978 3.111 -1.416
H -1.495 -1.205 -0.638

***

(10)
65
Properties=species:S:1:pos:R:3 method="wB97M-V/def2-TZVPD" e_above_lowest_kcal_mol=55.4 homo_lumo_gap_ha=0.3670 smiles=COC[C@H](C)N.OCCO.OCCO.OCCO.CO.CO.CO
N 6.377 2.643 13.590
H 7.137 -4.126 16.105
H 5.622 2.521 11.649
H 6.891 0.779 14.373
H 2.229 0.291 18.804
C 5.237 2.753 12.643
O 0.989 -0.024 17.200
C 10.372 0.693 17.355
H 3.957 4.142 11.743
H 8.577 -3.396 16.702
C 10.440 -1.987 13.783
H 0.961 -3.635 15.189
C 2.051 0.697 17.808
H 8.826 1.698 16.090
H 5.363 4.904 12.341
C 4.627 4.144 12.603
H 7.172 -2.047 14.770
H 6.191 -0.942 15.902
H 6.121 3.041 14.482
H 11.237 1.534 18.931
O 3.917 4.512 13.760
H 2.972 -1.535 14.272
H 4.095 1.278 17.572
H 2.525 -3.840 16.959
H 11.382 -2.362 13.381
O 10.245 -0.591 13.560
O 9.730 2.959 17.282
H 1.794 -2.318 13.215
H 3.171 -1.284 16.702
H 2.535 -4.195 14.636
O 2.628 -3.113 16.341
H 7.057 3.249 13.153
O 8.197 -5.210 17.721
H 3.375 1.046 16.032
H 5.689 -1.184 14.343
H 4.606 0.670 12.855
C 9.216 1.683 17.108
H 9.674 3.106 18.229
C 4.178 1.669 12.942
H 8.338 1.573 17.746
C 6.615 -1.121 14.914
H 10.248 -2.218 14.831
C 1.995 -2.017 14.243
H 0.119 0.168 17.558
C 3.689 5.893 13.947
H 1.063 -0.874 15.494
C 3.362 0.661 17.052
C 7.738 -4.021 17.008
O 0.927 -1.094 14.570
C 2.006 -3.347 15.070
H 3.834 1.720 13.975
H 11.202 0.805 16.658
H 9.518 -0.275 14.101
O 10.822 0.695 18.717
H 1.733 1.738 17.862
H 3.177 6.244 13.052
H 9.650 -2.414 13.165
H 4.640 6.398 14.121
H 7.145 -3.437 17.712
O 7.461 0.028 14.551
H 2.998 5.969 14.786
H 10.003 -0.319 17.185
H 8.933 -5.501 17.178
H 3.255 1.586 12.369
O 3.857 -0.661 16.952

***

(11)
16
Properties=species:S:1:pos:R:3 method="wB97M-V/def2-TZVPD" e_above_lowest_kcal_mol=75.7 homo_lumo_gap_ha=0.3179 smiles=Nc1ccc2n1CC2
H 1.161 -2.135 0.515
N 0.191 -0.321 -0.107
H -2.378 -1.752 0.883
H 1.231 -1.835 -1.109
C 0.136 1.888 -0.086
C 2.202 -0.231 0.103
C 0.911 0.724 0.019
N -2.181 -1.168 -0.025
H 2.533 -0.394 1.215
H -2.080 1.720 -0.080
H 0.358 2.891 0.180
C -1.104 -0.133 0.137
C 1.189 -1.368 -0.143
H 3.100 -0.036 -0.427
H -2.895 -0.677 -0.396
C -1.182 1.228 -0.006

***

(12)
8
Properties=species:S:1:pos:R:3 method="wB97M-V/def2-TZVPD" e_above_lowest_kcal_mol=84.6 homo_lumo_gap_ha="0.2610 / 0.2654"
H 0.272 -0.110 1.317
H 1.420 -1.115 -1.113
C 0.973 -0.438 -0.381
C -0.975 0.386 0.766
C -0.219 0.274 -0.737
O -2.068 0.735 0.973
O -0.635 0.886 -1.688
O 1.232 -0.619 0.864

***

What did the twelfth record say?
8
Properties=species:S:1:pos:R:3 method="wB97M-V/def2-TZVPD" e_above_lowest_kcal_mol=84.6 homo_lumo_gap_ha="0.2610 / 0.2654"
H 0.272 -0.110 1.317
H 1.420 -1.115 -1.113
C 0.973 -0.438 -0.381
C -0.975 0.386 0.766
C -0.219 0.274 -0.737
O -2.068 0.735 0.973
O -0.635 0.886 -1.688
O 1.232 -0.619 0.864